{"formula": "C21H36F2O21", "method": "ωB97M-V/def2-TZVPD", "elements": ["O", "C", "O", "C", "C", "F", "O", "H", "H", "H", "O", "C", "O", "C", "C", "F", "O", "H", "H", "H", "C", "O", "C", "O", "O", "C", "H", "H", "H", "H", "H", "H", "C", "O", "C", "O", "O", "C", "H", "H", "H", "H", "H", "H", "C", "O", "C", "O", "O", "C", "H", "H", "H", "H", "H", "H", "C", "O", "C", "O", "O", "C", "H", "H", "H", "H", "H", "H", "C", "O", "C", "O", "O", "C", "H", "H", "H", "H", "H", "H"], "coordinates": [[0.236, -11.840, 3.000], [-0.897, -11.336, 3.213], [-1.942, -11.469, 2.345], [-3.131, -10.973, 2.871], [-2.719, -10.521, 4.256], [-3.250, -11.330, 5.239], [-1.255, -10.663, 4.305], [-3.404, -10.172, 2.184], [-3.863, -11.781, 2.899], [-2.965, -9.477, 4.448], [-1.744, -5.230, 0.174], [-0.589, -4.898, 0.161], [-0.031, -3.978, -0.697], [1.315, -3.953, -0.378], [1.411, -4.453, 1.108], [1.131, -3.594, 2.100], [0.314, -5.343, 1.024], [1.926, -4.554, -1.051], [1.582, -2.896, -0.362], [2.256, -5.059, 1.434], [5.023, 1.982, -5.346], [5.740, 2.607, -6.442], [6.549, 3.666, -6.365], [7.555, 3.725, -6.970], [6.272, 4.449, -5.357], [7.036, 5.554, -5.046], [4.132, 2.452, -4.931], [5.603, 1.823, -4.438], [4.783, 0.978, -5.697], [7.823, 5.773, -5.767], [7.559, 5.592, -4.090], [6.421, 6.436, -4.869], [-12.505, 2.280, 0.255], [-11.498, 1.751, -0.653], [-11.098, 0.461, -0.479], [-11.547, -0.318, 0.350], [-10.149, 0.166, -1.305], [-9.628, -1.142, -1.357], [-12.196, 2.282, 1.301], [-13.379, 1.636, 0.156], [-12.931, 3.235, -0.055], [-9.365, -1.416, -0.336], [-8.696, -1.165, -1.922], [-10.269, -1.962, -1.681], [4.085, 4.591, 3.674], [4.457, 5.399, 2.593], [4.567, 6.784, 2.762], [4.479, 7.421, 3.813], [4.773, 7.366, 1.616], [4.995, 8.751, 1.498], [4.547, 4.954, 4.592], [4.216, 3.530, 3.461], [3.021, 4.764, 3.840], [6.032, 9.068, 1.608], [4.254, 9.288, 2.090], [4.680, 8.834, 0.458], [-0.700, -1.664, -8.501], [-0.489, -0.395, -9.208], [0.587, -0.310, -10.145], [1.383, -1.216, -10.467], [0.626, 0.831, -10.673], [1.238, 1.034, -11.921], [0.081, -2.024, -7.831], [-0.773, -2.454, -9.248], [-1.594, -1.602, -7.880], [1.049, 0.158, -12.540], [2.293, 1.165, -11.680], [1.030, 1.982, -12.417], [2.227, 4.317, 10.911], [1.822, 3.005, 11.208], [1.097, 2.296, 10.227], [0.584, 2.758, 9.230], [1.065, 1.053, 10.587], [0.565, -0.013, 9.770], [2.777, 4.387, 9.972], [2.919, 4.586, 11.709], [1.436, 5.065, 10.964], [-0.516, 0.024, 9.907], [0.660, -1.060, 10.057], [0.910, 0.005, 8.736]], "forces_ev_per_a": [[-4.50, 2.34, 0.88], [4.00, -2.83, -1.78], [2.06, -0.93, -0.15], [0.21, 0.13, -0.12], [0.69, 0.30, 0.88], [0.33, 0.54, -0.62], [-2.12, 0.27, -0.10], [-0.57, 0.17, 0.47], [-0.16, 0.22, 0.10], [0.08, -0.19, 0.43], [1.41, 0.39, -0.41], [-2.58, 0.22, -0.59], [-1.17, -1.43, 0.71], [1.94, 2.06, 1.62], [-0.78, -1.86, -1.52], [0.08, 1.08, -0.10], [0.34, -0.72, 1.12], [0.01, 0.02, 0.10], [0.52, -0.06, -0.46], [0.24, 0.29, -0.46], [0.32, -0.25, 0.52], [-1.20, -0.53, 0.01], [0.63, -1.73, 1.96], [1.37, 0.48, -2.23], [-2.20, 0.20, 1.72], [1.42, 2.37, 0.32], [-0.15, 0.58, -0.91], [0.81, 0.26, -0.28], [-0.13, 0.28, -0.26], [-0.36, -0.13, -0.34], [0.02, -1.46, 0.32], [-0.54, -0.07, -0.83], [-0.86, -1.45, -0.29], [0.37, 0.09, 0.17], [-2.00, -0.33, 2.39], [0.19, 1.07, -0.80], [0.79, 0.81, -2.27], [0.88, -1.13, 1.56], [0.28, 0.06, -0.23], [0.05, -0.34, 0.36], [1.11, 0.21, -0.35], [0.10, -0.10, 0.10], [-0.34, 0.49, -0.23], [-0.57, 0.62, -0.39], [-1.22, 0.90, 1.29], [0.91, 2.49, -1.41], [-0.40, -0.14, 2.87], [0.04, -1.89, -1.37], [0.57, -2.04, -0.94], [-1.28, 0.28, -0.96], [0.40, -0.45, 0.00], [0.48, 0.35, -0.18], [-0.24, -0.26, 0.07], [-0.15, -0.23, 0.40], [0.50, 0.17, 0.31], [0.39, 0.82, -0.08], [0.50, -0.28, -0.92], [2.00, -0.25, -0.69], [0.73, -5.19, 1.13], [-2.40, 1.48, 1.42], [-2.30, 3.81, 0.01], [1.96, -0.37, -0.19], [0.56, 0.79, -0.10], [-0.37, 0.04, 0.00], [-0.10, 0.46, -0.52], [0.23, 0.26, -0.17], [0.33, -0.61, -0.46], [-1.14, -0.14, 0.49], [0.50, 0.83, 0.19], [-1.38, -1.92, -1.38], [0.18, 2.11, -0.55], [0.76, -0.01, 0.96], [1.31, -2.39, 1.49], [-1.85, 0.28, -0.59], [-0.26, -0.06, -0.13], [0.06, -0.15, 0.00], [-0.31, -0.28, -0.32], [-0.28, 0.53, -0.99], [1.54, 0.40, 1.26], [-0.26, 0.65, 0.06]], "total_charge": 0, "e_lumo_ha": 0.012, "gap_ev": 11.01, "e_homo_ev": -10.69, "total_energy_ha": -2601.4465, "e_above_lowest_kcal_mol": 65.6, "smiles": "O=C1OC[C@@H](F)O1.O=C1OC[C@@H](F)O1.COC(=O)OC.COC(=O)OC.COC(=O)OC.COC(=O)OC.COC(=O)OC"}